The following is a DFT calculation (ωB97M-V with the def2-TZVPD basis set) of C22H31IrNO4PS as an isolated structure.

Values from the calculation:
ΔE to the lowest compared entry with this formula, charge and spin = 0.0127 eV
Kohn-Sham gap (alpha / beta) = 8.04 / 5.45 eV
2S+1 = 6
DFT total energy = -2055.42188 hartree
Charge = +3

Each line ends with the Löwdin charge.
Positions of all 61 atoms, in Å:
Ir -0.15810 0.60535 0.28465  1.464
C -0.26826 -4.49388 3.15845  -0.044
C 0.05091 -3.94330 4.54721  -0.542
C -1.12460 -4.26284 5.50566  0.002
C 1.33725 -4.62472 5.08332  0.004
C 0.27220 -2.46636 4.55261  -0.058
C 0.57596 -1.81772 5.81286  0.063
C 0.77857 -0.47795 5.91619  -0.002
C 0.69010 0.28448 4.73356  -0.381
S 0.87453 1.96522 4.56598  1.289
C 0.58920 1.82189 2.84797  -0.456
N 0.38452 0.58539 2.42840  -0.050
C 0.40641 -0.33282 3.46738  -0.235
C 0.19537 -1.68294 3.38038  0.084
C 0.53113 2.92484 1.93313  -0.251
C 0.79070 4.24414 2.29668  0.019
C 0.74080 5.23905 1.32663  0.010
C 0.44137 4.91760 0.00885  0.007
C 0.17869 3.59672 -0.36898  -0.063
C 0.21682 2.59151 0.58676  -0.260
H -0.42806 -5.56844 3.23003  0.107
H 0.55663 -4.33753 2.45890  0.093
H -1.18031 -4.05479 2.74608  0.084
H -1.26912 -5.34315 5.50622  0.110
H -2.05004 -3.79249 5.17165  0.098
H -0.92904 -3.95933 6.53304  0.092
H 1.16591 -5.70119 5.08342  0.111
H 1.57679 -4.33157 6.10429  0.093
H 2.19648 -4.41371 4.44631  0.102
H 0.63832 -2.42963 6.70133  0.137
H 0.99777 -0.01088 6.86708  0.143
H -0.03717 -2.14203 2.42903  0.100
H 1.03756 4.50877 3.31861  0.124
H 0.93971 6.26594 1.60154  0.138
H 0.40740 5.69892 -0.73958  0.137
H -0.05970 3.38226 -1.40326  0.114
C 3.19328 -1.90256 -0.18192  -0.048
C 1.81783 -1.81274 -0.78107  -0.199
O 1.36058 -0.39478 -0.81892  -0.257
H 3.50444 -2.94820 -0.17900  0.106
H 3.21433 -1.53469 0.84419  0.083
H 3.92559 -1.35394 -0.77584  0.099
H 1.05254 -2.32086 -0.19648  0.101
H 1.77397 -2.16788 -1.80893  0.138
H 2.00257 0.14899 -1.30196  0.130
C -3.85771 0.67310 -1.32766  -0.018
O -3.15066 -0.54904 -0.94907  -0.280
P -2.18718 -0.67757 0.27133  0.501
O -1.78938 -2.19193 0.27176  -0.320
C -2.51521 -3.27378 -0.42051  -0.003
O -2.93452 -0.28812 1.58954  -0.305
C -4.22448 -0.87110 1.97984  -0.012
H -4.64750 0.35929 -2.00063  0.112
H -3.16891 1.33688 -1.84483  0.092
H -4.27527 1.15279 -0.44492  0.095
H -1.95333 -4.17619 -0.20911  0.100
H -2.53612 -3.06642 -1.48537  0.100
H -3.52297 -3.34476 -0.02142  0.099
H -4.58118 -0.27206 2.80952  0.105
H -4.06915 -1.90148 2.29054  0.096
H -4.92373 -0.81859 1.14846  0.099



The following is a DFT calculation (ωB97M-V with the def2-TZVPD basis set) of an isolated ion of composition C22H31N2O2 and charge +1.

Values from the calculation:
ΔE to the lowest compared entry with this formula, charge and spin = 1.1247 eV
Kohn-Sham gap = 9.47 eV
DFT total energy = -1116.68220 hartree
Charge = +1

Each line ends with the Löwdin charge.
Positions of all 57 atoms, in Å:
O -3.74219 -1.66090 1.25821  -0.088
C -5.07684 -1.26277 0.98541  -0.246
C -5.14647 -0.50536 -0.33764  -0.149
C -4.41879 0.84212 -0.30057  -0.173
N -2.98086 0.66047 -0.35382  -0.192
C -2.44899 0.62729 -1.70008  -0.144
C -0.91856 0.54583 -1.64305  -0.084
N -0.49014 -0.10814 -0.39127  -0.077
C -1.01013 -1.49902 -0.27756  -0.109
C -0.12476 -2.34184 0.63248  -0.114
C 1.27960 -2.55773 0.06594  -0.171
O 1.90529 -1.29082 -0.07673  -0.091
C 3.29085 -1.22143 -0.10363  -0.187
C 4.11652 -2.32020 -0.27522  -0.011
C 5.49253 -2.15774 -0.24524  -0.063
C 6.04615 -0.90799 -0.04034  -0.067
C 5.21898 0.19057 0.11310  -0.010
C 3.83892 0.05278 0.07205  -0.124
C 2.97894 1.25019 0.19300  -0.187
C 2.28964 1.73000 -0.91684  -0.043
C 1.55458 2.90154 -0.83096  -0.100
C 1.47417 3.58672 0.37101  -0.089
C 2.14298 3.10279 1.48446  -0.073
C 2.89976 1.94716 1.39411  -0.015
C -0.85795 0.74208 0.77234  -0.055
C -2.16795 1.49661 0.49468  -0.132
H -3.74635 -2.18343 2.06662  0.099
H -5.72262 -2.14762 0.92138  0.122
H -5.44775 -0.62183 1.79634  0.122
H -6.19800 -0.33078 -0.56384  0.121
H -4.72694 -1.13114 -1.12486  0.112
H -4.76776 1.46652 -1.13572  0.124
H -4.67833 1.35475 0.62695  0.124
H -2.86626 -0.24291 -2.21144  0.124
H -2.73422 1.52250 -2.28146  0.135
H -0.47689 1.54347 -1.65688  0.107
H -0.52992 -0.01160 -2.49638  0.144
H 0.54576 -0.20742 -0.39568  0.133
H -2.03495 -1.45700 0.10203  0.100
H -1.01351 -1.93847 -1.27629  0.144
H -0.59415 -3.31640 0.76152  0.134
H -0.03847 -1.88160 1.61738  0.123
H 1.85214 -3.18619 0.75549  0.133
H 1.23011 -3.06067 -0.90914  0.142
H 3.70527 -3.30351 -0.43967  0.110
H 6.12735 -3.01906 -0.38113  0.112
H 7.11689 -0.78604 -0.00707  0.110
H 5.63765 1.17485 0.25853  0.126
H 2.37399 1.20733 -1.85964  0.130
H 1.06984 3.30061 -1.71114  0.109
H 0.90850 4.50364 0.43508  0.109
H 2.09162 3.63958 2.41928  0.111
H 3.44395 1.58448 2.25308  0.125
H -0.04742 1.44469 0.97189  0.113
H -0.98617 0.09224 1.63586  0.132
H -2.68112 1.66710 1.44030  0.134
H -1.95750 2.48170 0.04481  0.132



The following is a DFT calculation (ωB97M-V with the def2-TZVPD basis set) of one molecule with the formula C22H31N3O2.

Values from the calculation:
ΔE to the lowest compared entry with this formula, charge and spin = 1.7381 eV
Kohn-Sham gap = 8.57 eV
DFT total energy = -1171.66461 hartree
Charge = 0

Each line ends with the Löwdin charge.
Positions of all 58 atoms, in Å:
C -4.48432 -1.79471 -2.11939  -0.038
C -3.10945 -1.22755 -2.00657  -0.281
C -1.91157 -1.85746 -1.81030  -0.004
C -0.89642 -0.85618 -1.79967  -0.107
C 0.57438 -1.01019 -1.68228  -0.383
O 1.32618 -0.54170 -2.52678  0.056
N 1.06169 -1.65744 -0.57378  -0.030
C 2.49790 -1.72180 -0.39849  -0.101
C 3.04071 -0.70848 0.65682  -0.102
N 2.02683 0.18490 1.18028  0.005
C 1.66022 1.33249 0.53889  -0.383
O 0.64054 1.95007 0.82870  0.057
C 2.52481 1.91669 -0.51571  -0.148
C 3.40681 1.54049 -1.45129  -0.020
C 3.51519 2.91646 -2.06260  -0.137
C 2.46054 3.34942 -0.99766  -0.113
C 1.13235 -0.40038 2.19598  -0.233
C 0.83408 0.54178 3.36187  -0.137
C -0.02544 -0.16251 4.40709  -0.197
C -1.32238 -0.66362 3.77824  -0.195
C -1.02225 -1.62630 2.63481  -0.160
C -0.12448 -1.00429 1.56340  -0.241
C 0.23384 -2.08884 0.54615  -0.105
C -1.50965 0.35402 -2.00674  -0.210
C -0.92341 1.71945 -2.11510  -0.007
N -2.85816 0.12199 -2.10756  -0.061
C -3.84958 1.14607 -2.34852  -0.012
H -4.42924 -2.88027 -2.06464  0.079
H -5.13906 -1.45529 -1.31269  0.078
H -4.96102 -1.53249 -3.06657  0.080
H -1.77307 -2.92324 -1.71900  0.113
H 2.77394 -2.73696 -0.10400  0.119
H 2.93744 -1.52113 -1.37174  0.105
H 3.45701 -1.25246 1.50475  0.118
H 3.85350 -0.12213 0.23479  0.101
H 3.82668 0.59262 -1.75538  0.100
H 4.49198 3.39167 -1.96003  0.103
H 3.18626 2.99748 -3.09903  0.106
H 1.49368 3.63350 -1.41334  0.104
H 2.78138 4.11199 -0.28748  0.112
H 1.70348 -1.23732 2.61764  0.151
H 1.78222 0.87163 3.79468  0.123
H 0.31475 1.42558 2.99925  0.108
H 0.51938 -1.01178 4.83624  0.113
H -0.23840 0.52289 5.22978  0.109
H -1.94774 -1.15518 4.52673  0.108
H -1.89056 0.19090 3.39682  0.119
H -0.52151 -2.51435 3.04349  0.123
H -1.94683 -1.97780 2.16910  0.118
H -0.66942 -0.20532 1.05254  0.149
H -0.68488 -2.53175 0.17375  0.103
H 0.78671 -2.88553 1.05689  0.135
H 0.15898 1.63574 -2.18706  0.066
H -1.28151 2.23409 -3.00986  0.087
H -1.14912 2.33810 -1.24354  0.084
H -3.57998 2.05448 -1.81366  0.090
H -3.93552 1.37860 -3.41225  0.099
H -4.81851 0.81135 -1.98601  0.083



The following is a DFT calculation (ωB97M-V with the def2-TZVPD basis set) of one molecule with the formula C22H31N3O3.

Values from the calculation:
ΔE to the lowest compared entry with this formula, charge and spin = 1.6348 eV
Kohn-Sham gap = 9.14 eV
DFT total energy = -1246.95583 hartree
Charge = 0

Each line ends with the Löwdin charge.
Positions of all 59 atoms, in Å:
C 2.95297 -2.30316 -1.13673  -0.058
C 2.45001 -1.14891 -0.29095  -0.207
O 1.18850 -1.51582 0.26455  0.004
C 0.51868 -0.55802 0.89190  -0.473
O 0.89505 0.58583 0.96706  0.123
C -0.78846 -1.07293 1.49422  -0.353
C -0.44314 -1.73506 2.84344  -0.053
C 0.57023 -0.94176 3.66812  -0.340
C 0.55283 -1.33142 5.15021  -0.139
C 1.63054 -0.54412 5.89402  -0.197
C 2.97909 -0.76449 5.21235  -0.170
C 2.85602 -0.43597 3.72407  -0.202
O 1.84603 -1.19886 3.10816  -0.113
C -1.76271 0.09516 1.67669  -0.098
C -2.16422 0.67684 0.32462  -0.178
N -2.78008 -0.34193 -0.50964  -0.145
C -3.30876 0.20846 -1.75044  -0.119
C -2.26013 0.85290 -2.59877  -0.320
N -1.41335 0.21262 -3.35048  0.171
C -0.56497 1.16217 -3.86205  -0.230
C 0.52298 1.03350 -4.71751  -0.021
C 1.20249 2.18231 -5.06459  -0.103
C 0.82232 3.43584 -4.58130  -0.103
C -0.25377 3.58687 -3.72946  -0.029
C -0.93947 2.43724 -3.37623  -0.196
N -2.02522 2.20408 -2.57109  0.162
C -1.86766 -1.44810 -0.74843  -0.174
C -1.46024 -2.09406 0.57052  -0.103
H 3.05682 -3.19464 -0.52430  0.077
H 3.91835 -2.04992 -1.56546  0.076
H 2.25049 -2.51101 -1.93955  0.077
H 2.32316 -0.23943 -0.89011  0.129
H 3.13558 -0.92518 0.53350  0.123
H -0.00374 -2.71543 2.65172  0.139
H -1.36093 -1.86863 3.41821  0.131
H 0.36180 0.13857 3.58985  0.152
H -0.43154 -1.12453 5.57214  0.118
H 0.75185 -2.40161 5.23481  0.126
H 1.67682 -0.85684 6.93898  0.108
H 1.38123 0.51994 5.86963  0.115
H 3.74952 -0.13795 5.66322  0.112
H 3.27414 -1.81026 5.31890  0.117
H 3.78005 -0.67944 3.19398  0.124
H 2.64231 0.63607 3.59065  0.133
H -1.30231 0.88454 2.27086  0.120
H -2.65420 -0.26428 2.19294  0.128
H -2.89863 1.47397 0.48036  0.124
H -1.27049 1.11618 -0.14705  0.122
H -3.76616 -0.61139 -2.30864  0.126
H -4.08141 0.94043 -1.49477  0.122
H 0.81521 0.06470 -5.08978  0.108
H 2.05282 2.11683 -5.72753  0.097
H 1.38613 4.30708 -4.88034  0.098
H -0.54512 4.55635 -3.35298  0.106
H -2.54010 2.89065 -2.04616  0.160
H -2.38860 -2.17971 -1.37080  0.128
H -0.96922 -1.12357 -1.29592  0.115
H -2.35095 -2.47955 1.07052  0.130
H -0.78272 -2.92324 0.36958  0.123



Among the records above, which one has the highest charge? C22H31IrNO4PS



Repeat the fourth record exactly.
The following is a DFT calculation (ωB97M-V with the def2-TZVPD basis set) of one molecule with the formula C22H31N3O3.

Values from the calculation:
ΔE to the lowest compared entry with this formula, charge and spin = 1.6348 eV
Kohn-Sham gap = 9.14 eV
DFT total energy = -1246.95583 hartree
Charge = 0

Each line ends with the Löwdin charge.
Positions of all 59 atoms, in Å:
C 2.95297 -2.30316 -1.13673  -0.058
C 2.45001 -1.14891 -0.29095  -0.207
O 1.18850 -1.51582 0.26455  0.004
C 0.51868 -0.55802 0.89190  -0.473
O 0.89505 0.58583 0.96706  0.123
C -0.78846 -1.07293 1.49422  -0.353
C -0.44314 -1.73506 2.84344  -0.053
C 0.57023 -0.94176 3.66812  -0.340
C 0.55283 -1.33142 5.15021  -0.139
C 1.63054 -0.54412 5.89402  -0.197
C 2.97909 -0.76449 5.21235  -0.170
C 2.85602 -0.43597 3.72407  -0.202
O 1.84603 -1.19886 3.10816  -0.113
C -1.76271 0.09516 1.67669  -0.098
C -2.16422 0.67684 0.32462  -0.178
N -2.78008 -0.34193 -0.50964  -0.145
C -3.30876 0.20846 -1.75044  -0.119
C -2.26013 0.85290 -2.59877  -0.320
N -1.41335 0.21262 -3.35048  0.171
C -0.56497 1.16217 -3.86205  -0.230
C 0.52298 1.03350 -4.71751  -0.021
C 1.20249 2.18231 -5.06459  -0.103
C 0.82232 3.43584 -4.58130  -0.103
C -0.25377 3.58687 -3.72946  -0.029
C -0.93947 2.43724 -3.37623  -0.196
N -2.02522 2.20408 -2.57109  0.162
C -1.86766 -1.44810 -0.74843  -0.174
C -1.46024 -2.09406 0.57052  -0.103
H 3.05682 -3.19464 -0.52430  0.077
H 3.91835 -2.04992 -1.56546  0.076
H 2.25049 -2.51101 -1.93955  0.077
H 2.32316 -0.23943 -0.89011  0.129
H 3.13558 -0.92518 0.53350  0.123
H -0.00374 -2.71543 2.65172  0.139
H -1.36093 -1.86863 3.41821  0.131
H 0.36180 0.13857 3.58985  0.152
H -0.43154 -1.12453 5.57214  0.118
H 0.75185 -2.40161 5.23481  0.126
H 1.67682 -0.85684 6.93898  0.108
H 1.38123 0.51994 5.86963  0.115
H 3.74952 -0.13795 5.66322  0.112
H 3.27414 -1.81026 5.31890  0.117
H 3.78005 -0.67944 3.19398  0.124
H 2.64231 0.63607 3.59065  0.133
H -1.30231 0.88454 2.27086  0.120
H -2.65420 -0.26428 2.19294  0.128
H -2.89863 1.47397 0.48036  0.124
H -1.27049 1.11618 -0.14705  0.122
H -3.76616 -0.61139 -2.30864  0.126
H -4.08141 0.94043 -1.49477  0.122
H 0.81521 0.06470 -5.08978  0.108
H 2.05282 2.11683 -5.72753  0.097
H 1.38613 4.30708 -4.88034  0.098
H -0.54512 4.55635 -3.35298  0.106
H -2.54010 2.89065 -2.04616  0.160
H -2.38860 -2.17971 -1.37080  0.128
H -0.96922 -1.12357 -1.29592  0.115
H -2.35095 -2.47955 1.07052  0.130
H -0.78272 -2.92324 0.36958  0.123



What is the charge in the fourth record? 0



DFT total energy of number 2 (C22H31N2O2)? -1116.68220 hartree